# 1
ORCA calculation (the ωB97M-V functional and the def2-TZVPD basis) on CH5INP as an isolated structure in a non-equilibrium geometry.

E_HOMO (alpha / beta)	-7.1 / -7.1	eV
Kohn-Sham gap (alpha / beta)	7.35 / 7.35	eV

Each line ends with the natural charge from an NBO analysis.
Cartesian coordinates (Å):
C -0.117 -1.736 0.196  -0.214
N -0.218 -0.746 -0.667  -0.734
P 0.637 0.641 -1.046  0.301
I 2.464 0.574 0.541  -0.171
H 0.710 -1.769 0.880  0.205
H -0.518 3.432 0.501  0.002
H -0.849 -2.522 0.182  0.190
H -1.020 -0.812 -1.289  0.425
H -1.088 2.937 0.701  -0.003

=====

# 2
ORCA calculation (the ωB97M-V functional and the def2-TZVPD basis) on C16H21Cl2IN4O5S2Tl as an isolated structure in a non-equilibrium geometry.

E_HOMO	-10.4	eV
total charge	+1
Kohn-Sham gap	5.05	eV

Each line ends with the natural charge from an NBO analysis.
Cartesian coordinates (Å):
Tl -1.956 -1.492 0.757  0.799
O 1.721 -2.230 -1.603  -0.938
S 0.552 -2.073 -0.803  2.539
O 0.104 -0.674 -0.689  -1.030
O -0.682 -2.772 -1.754  -0.687
O 0.421 -2.838 0.401  -0.945
C 0.298 -2.392 4.839  -0.720
C 0.538 -1.572 3.603  0.631
O -0.396 -1.266 2.876  -0.615
C 1.933 -1.130 3.334  -0.194
C 2.951 -1.274 4.276  -0.154
C 4.231 -0.816 4.005  -0.212
C 4.521 -0.237 2.780  -0.170
C 3.524 -0.119 1.821  -0.238
C 2.238 -0.543 2.107  -0.113
H -0.750 -2.677 4.892  0.241
H 0.549 -1.809 5.727  0.242
H 0.923 -3.284 4.832  0.241
H 2.759 -1.748 5.228  0.219
H 5.004 -0.919 4.754  0.225
H 5.521 0.125 2.577  0.223
H 3.756 0.279 0.841  0.214
H 1.462 -0.469 1.367  0.206
I 0.572 -3.853 -4.831  0.410
C -0.990 -2.711 -4.191  -0.116
C -2.158 -2.399 -4.782  -0.145
N -2.884 -1.652 -3.863  -0.150
N -2.339 -1.445 -2.756  0.020
C -1.027 -2.027 -2.855  0.065
H -2.546 -2.632 -5.760  0.268
H -3.824 -1.254 -4.002  0.459
H -0.346 -1.145 -2.909  0.317
Cl -5.960 0.517 -3.233  -0.051
C -5.451 1.664 -1.977  -0.386
Cl -3.953 1.164 -1.158  -0.009
H -6.243 1.712 -1.239  0.237
H -5.289 2.622 -2.454  0.229
S -1.618 1.508 1.586  -0.363
C -0.629 2.284 0.437  0.350
N 0.690 2.110 0.443  -0.582
C 1.577 2.738 -0.527  -0.219
C 0.802 2.999 -1.808  -0.419
C -0.417 3.840 -1.467  -0.218
N -1.172 3.150 -0.428  -0.593
H 1.041 1.379 1.038  0.434
H 2.419 2.073 -0.715  0.219
H 1.965 3.678 -0.122  0.201
H 0.470 2.041 -2.216  0.209
H 1.424 3.503 -2.546  0.232
H -1.060 3.969 -2.337  0.211
H -0.110 4.832 -1.123  0.200
H -2.168 3.264 -0.374  0.426

=====

# 3
ORCA calculation (the ωB97M-V functional and the def2-TZVPD basis) on C34H42N4O2P3S3Ti as an isolated structure.

E_HOMO	-16.5	eV
total charge	+3
Kohn-Sham gap	7.14	eV

Each line ends with the Löwdin charge.
Cartesian coordinates (Å):
Ti -0.718 0.214 0.790  0.309
N 1.621 1.737 2.347  -0.293
P 1.297 0.067 2.411  0.916
C 1.111 -0.434 4.111  -0.358
C -0.144 -0.751 4.629  -0.116
C -0.265 -1.103 5.965  -0.048
C 0.861 -1.128 6.776  -0.025
C 2.115 -0.812 6.262  -0.033
C 2.248 -0.474 4.927  -0.061
C 2.736 -0.766 1.737  -0.375
C 2.775 -2.162 1.794  -0.099
C 3.864 -2.836 1.266  -0.041
C 4.914 -2.124 0.696  -0.039
C 4.879 -0.738 0.647  -0.055
C 3.784 -0.053 1.159  -0.094
P 0.551 2.291 1.205  0.897
C 1.189 3.583 0.181  -0.343
C 2.153 3.248 -0.778  -0.090
C 2.704 4.245 -1.562  -0.044
C 2.294 5.564 -1.395  -0.021
C 1.338 5.895 -0.445  -0.033
C 0.779 4.908 0.351  -0.062
C -1.032 2.695 1.937  -0.418
C -2.063 3.140 1.085  -0.119
C -3.328 3.358 1.598  -0.051
C -3.580 3.116 2.946  -0.024
C -2.571 2.664 3.790  -0.041
C -1.297 2.447 3.292  -0.089
H 2.240 2.278 2.941  0.118
H -1.019 -0.712 3.989  0.056
H -1.233 -1.355 6.376  0.116
H 0.766 -1.402 7.819  0.126
H 2.986 -0.841 6.901  0.126
H 3.228 -0.259 4.516  0.119
H 1.974 -2.717 2.269  0.100
H 3.906 -3.916 1.317  0.123
H 5.772 -2.655 0.303  0.124
H 5.709 -0.188 0.224  0.122
H 3.764 1.029 1.127  0.095
H 2.476 2.219 -0.895  0.093
H 3.457 4.002 -2.300  0.121
H 2.730 6.342 -2.008  0.128
H 1.034 6.925 -0.315  0.126
H 0.043 5.169 1.101  0.116
H -1.850 3.357 0.043  0.115
H -4.118 3.727 0.959  0.128
H -4.570 3.295 3.344  0.131
H -2.775 2.497 4.839  0.130
H -0.506 2.111 3.952  0.106
C -1.664 -4.071 3.456  -0.040
C -3.094 -3.673 3.196  -0.356
C -3.663 -2.663 4.161  -0.034
O -3.245 -3.159 1.796  -0.258
P -2.651 -2.041 0.925  0.011
S -2.842 -0.144 1.675  0.504
S -0.631 -2.166 0.653  0.462
O -3.430 -2.065 -0.411  -0.286
C -3.971 -3.264 -1.160  -0.365
C -2.927 -4.350 -1.241  -0.044
C -5.289 -3.682 -0.560  -0.026
H -1.622 -4.580 4.419  0.108
H -1.007 -3.201 3.505  0.050
H -1.297 -4.761 2.696  0.093
H -3.733 -4.553 3.154  0.156
H -3.049 -1.762 4.206  0.047
H -3.684 -3.110 5.155  0.107
H -4.682 -2.389 3.894  0.099
H -4.131 -2.822 -2.141  0.146
H -2.738 -4.808 -0.269  0.085
H -1.991 -3.977 -1.657  0.076
H -3.300 -5.131 -1.903  0.108
H -5.163 -4.156 0.411  0.083
H -5.750 -4.406 -1.233  0.107
H -5.964 -2.833 -0.466  0.097
C 2.216 -2.308 -2.948  -0.064
C 2.334 -0.986 -2.183  -0.205
C 1.036 -0.257 -2.114  -0.538
N 0.439 0.089 -1.031  -0.132
N -0.783 0.699 -1.212  -0.107
C -1.121 0.807 -2.483  -0.610
N -2.257 1.333 -2.916  0.176
S 0.115 0.177 -3.528  1.230
H 3.180 -2.813 -2.947  0.093
H 1.930 -2.150 -3.988  0.078
H 1.484 -2.967 -2.482  0.084
H 3.073 -0.339 -2.663  0.134
H 2.662 -1.152 -1.156  0.094
H -2.969 1.620 -2.262  0.135
H -2.467 1.401 -3.899  0.135

=====

# 4
ORCA calculation (the ωB97M-V functional and the def2-TZVPD basis) on I4V as an isolated structure in a non-equilibrium geometry.

expectation value of S²	2.06
E_HOMO (alpha / beta)	-5.7 / -5.7	eV
multiplicity	3
total charge	-1
Kohn-Sham gap (alpha / beta)	7.19 / 8.37	eV

Each line ends with the natural charge from an NBO analysis.
Cartesian coordinates (Å):
V -0.116 0.005 -0.074  0.673
I 0.848 1.661 -2.000  -0.408
I 1.916 -0.824 1.724  -0.454
I -0.819 -2.343 -1.122  -0.387
I -1.829 1.501 1.473  -0.424

=====

# 5
ORCA calculation (the ωB97M-V functional and the def2-TZVPD basis) on one molecule with the formula C4H6O2.

E_HOMO	-9.9	eV
SMILES	CC(C=O)C=O
Kohn-Sham gap	10.59	eV

Each line ends with the natural charge from an NBO analysis.
Cartesian coordinates (Å):
C 1.094 -0.442 0.658  -0.612
C -0.108 -0.271 -0.257  -0.450
C -1.412 -0.123 0.519  0.457
O -2.437 0.284 0.034  -0.508
C 0.046 0.905 -1.209  0.452
O 1.002 1.641 -1.199  -0.507
H 1.999 -0.640 0.080  0.232
H 1.268 0.468 1.238  0.225
H 0.938 -1.272 1.355  0.213
H -0.250 -1.164 -0.889  0.250
H -1.350 -0.430 1.589  0.116
H -0.789 1.043 -1.920  0.133

=====

# 6
ORCA calculation (the ωB97M-V functional and the def2-TZVPD basis) on C22H12LuN5S2 as an isolated structure in a non-equilibrium geometry.

E_HOMO (alpha / beta)	-7.1 / -7.1	eV
Kohn-Sham gap (alpha / beta)	5.70 / 5.70	eV

Each line ends with the natural charge from an NBO analysis.
Cartesian coordinates (Å):
Lu 0.778 -0.743 0.610  2.043
C 3.267 2.606 -0.219  -0.272
C 2.638 1.390 -0.536  0.137
N 1.332 1.172 -0.244  -0.723
C 0.513 2.239 0.082  0.139
C 1.070 3.532 0.152  -0.108
C 2.473 3.675 0.171  -0.101
C 0.237 4.657 -0.107  -0.200
C -1.121 4.491 0.034  -0.204
C -1.674 3.211 0.236  -0.279
C -0.899 2.010 0.227  0.234
N -1.173 0.667 0.431  -0.803
C -2.376 0.036 0.356  0.174
C -3.680 0.592 0.261  -0.267
C -4.815 -0.205 0.095  -0.176
C -4.703 -1.581 0.090  -0.239
C -3.421 -2.232 0.284  -0.103
C -3.315 -3.636 0.146  -0.072
C -2.076 -4.232 0.047  -0.276
C -0.958 -3.409 0.254  0.078
N -1.050 -2.054 0.397  -0.670
C -2.267 -1.423 0.282  0.215
H 4.359 2.727 -0.257  0.252
H 3.119 0.611 -1.080  0.257
H 2.970 4.626 0.294  0.227
H 0.734 5.539 -0.501  0.218
H -1.809 5.308 -0.076  0.219
H -2.752 3.160 0.335  0.207
H -3.811 1.663 0.348  0.215
H -5.793 0.297 0.052  0.226
H -5.599 -2.158 -0.182  0.218
H -4.235 -4.224 -0.056  0.232
H -1.890 -5.320 -0.152  0.249
H 0.071 -3.805 0.024  0.249
S 4.282 -0.020 0.815  -0.221
C 4.602 -1.530 0.009  -0.241
C 5.954 -1.825 -0.003  0.230
N 7.066 -2.206 -0.139  -0.288
C 3.740 -2.519 -0.580  -0.323
S 2.202 -2.084 -1.330  -0.376
C 3.975 -3.906 -0.355  0.249
N 4.034 -5.097 -0.215  -0.330

=====

# 7
ORCA calculation (the ωB97M-V functional and the def2-TZVPD basis) on a 2-piece molecular cluster, CH4NO3 overall in a non-equilibrium geometry.

expectation value of S²	2.01
E_HOMO (alpha / beta)	-14.6 / -15.2	eV
multiplicity	3
total charge	+1
Kohn-Sham gap (alpha / beta)	10.06 / 5.86	eV

Each line ends with the natural charge from an NBO analysis.
Cartesian coordinates (Å):
C 1.030 -0.942 -0.074  0.095
N 0.012 -0.707 -0.680  0.206
O -0.912 -0.474 -1.210  0.129
O -0.036 1.845 -0.921  -0.491
O -0.660 1.362 -2.104  -0.413
H 1.893 -1.631 -0.184  0.249
H -0.983 2.416 -2.367  0.515
H 1.365 -0.317 0.714  0.220
H 0.548 2.683 -1.177  0.491